# 1
A structure of composition C2H5BaO3. Source: the OMol25 dataset; level of theory: the ωB97M-V functional and the def2-TZVPD basis.

## Properties
- maximum force (eV/A) = 2.0
- gap between HOMO and LUMO (spin up / spin down) (eV) = 8.0 / 8.0
- E_HOMO (spin up / spin down) (eV) = -12.80 / -12.80

```
! RIJCOSX wB97M-V def2-TZVPD def2/J DEFGRID3
* xyz 1 1
H -0.4731 -0.5591 -1.4458
O 0.5653 1.1278 -1.5575
O -0.6704 1.6746 -1.9774
C 0.5548 -0.1752 -1.3956
H 1.5121 -0.6070 -1.7010
Ba -1.6832 2.0619 0.1380
O -0.9070 0.2277 1.6995
C -0.0178 -0.7447 1.6974
H -0.3855 -1.7038 2.1045
H 0.5693 -0.8338 0.2521
H 0.9353 -0.4685 2.1860
*
```


# 2
The molecule C2H5Br2P. Source: the OMol25 dataset; level of theory: the ωB97M-V functional and the def2-TZVPD basis.

## Properties
- maximum force (eV/A) = 3.2
- gap between HOMO and LUMO (eV) = 9.8
- energy above the lowest of the compared OMol25 structures with the same formula, charge and spin (eV) = 0.5053
- E_HOMO (eV) = -9.57
- SMILES string = CCP(Br)Br

```
! RIJCOSX wB97M-V def2-TZVPD def2/J DEFGRID3
* xyz 0 1
C -1.1525 -0.4463 -0.1342
C -0.0221 0.4995 0.1690
P 1.4279 0.0880 -0.8354
Br 2.8250 1.4540 0.1895
Br 1.8680 -1.8712 0.1601
H -1.3029 -0.5917 -1.2299
H -1.2172 -1.3550 0.3493
H -1.9712 0.0917 0.1612
H 0.1328 0.6377 1.3357
H -0.5879 1.4934 -0.1654
*
```


# 3
A structure of composition C2H5Br2P. Source: the OMol25 dataset; level of theory: the ωB97M-V functional and the def2-TZVPD basis.

## Properties
- maximum force (eV/A) = 3.8
- gap between HOMO and LUMO (spin up / spin down) (eV) = 7.4 / 7.9
- energy above the lowest of the compared OMol25 structures with the same formula, charge and spin (eV) = 5.1556
- E_HOMO (spin up / spin down) (eV) = -7.86 / -8.18

```
! RIJCOSX wB97M-V def2-TZVPD def2/J DEFGRID3
* xyz 0 1
C 0.5070 -0.1056 -1.1880
C -0.1710 1.0887 0.8855
P 0.0179 -1.7332 -0.9434
Br 1.2950 1.4017 1.9700
Br -1.4901 0.0440 1.6321
H -0.1439 0.4621 -1.7927
H 1.3568 0.4018 -0.7111
H -0.5224 2.0328 0.5212
H -1.3306 -1.5118 -0.6605
H 0.4814 -2.0806 0.2869
*
```


# 4
The ion C2H5Br3NO with charge +1. Source: the OMol25 dataset; level of theory: the ωB97M-V functional and the def2-TZVPD basis.

## Properties
- maximum force (eV/A) = 5.5
- gap between HOMO and LUMO (eV) = 10.3
- energy above the lowest of the compared OMol25 structures with the same formula, charge and spin (eV) = 1.1577
- E_HOMO (eV) = -14.54
- SMILES string = [NH3+][C@@H](Br)C(O)(Br)Br

```
! RIJCOSX wB97M-V def2-TZVPD def2/J DEFGRID3
* xyz 1 1
N 0.1546 0.3157 0.6275
C 0.2321 -0.8809 -0.2920
Br -1.2045 -2.1903 0.1757
C -0.0544 -0.4114 -1.7189
O -1.2943 0.4383 -1.5064
Br 1.6762 0.7602 -1.9773
Br -0.1102 -1.7168 -3.1123
H 1.0228 0.7578 0.4991
H 0.1415 -0.1202 1.6388
H -0.7936 0.7091 0.4142
H 1.1333 -1.3654 -0.2581
H -1.9935 0.2676 -2.2305
*
```


# 5
A structure of composition C2H5BrClN. Source: the OMol25 dataset; level of theory: the ωB97M-V functional and the def2-TZVPD basis.

## Properties
- maximum force (eV/A) = 8.9
- gap between HOMO and LUMO (spin up / spin down) (eV) = 6.8 / 9.7
- energy above the lowest of the compared OMol25 structures with the same formula, charge and spin (eV) = 0.5638
- E_HOMO (spin up / spin down) (eV) = -6.01 / -10.73

```
! RIJCOSX wB97M-V def2-TZVPD def2/J DEFGRID3
* xyz 0 3
C -0.5790 1.2104 -0.1512
C 0.2381 0.7686 1.9857
N -0.1836 0.3946 0.7239
Cl 0.8051 -0.6732 2.8511
Br 1.3526 2.3131 1.9830
H -0.2343 2.2780 -0.1642
H -2.5370 2.2638 1.7800
H -1.1417 0.9857 -1.0152
H -2.2592 2.2098 2.5358
H -0.4136 -0.5955 0.6872
*
```


# 6
A cluster of 2 separate species, C2H5BrN3 in total. Source: the OMol25 dataset; level of theory: the ωB97M-V functional and the def2-TZVPD basis.

## Properties
- maximum force (eV/A) = 4.2
- gap between HOMO and LUMO (spin up / spin down) (eV) = 6.8 / 6.8
- energy above the lowest of the compared OMol25 structures with the same formula, charge and spin (eV) = 4.4636
- E_HOMO (spin up / spin down) (eV) = -14.91 / -14.92

```
! RIJCOSX wB97M-V def2-TZVPD def2/J DEFGRID3
* xyz 1 1
C -1.0169 0.3375 0.1168
C 0.9690 0.7767 1.0815
N -0.8131 1.7139 0.3986
N 0.2800 1.8929 0.9947
N 0.3339 -0.2285 0.2531
Br 0.2708 -0.7700 3.2253
H -1.8137 0.0091 0.8409
H -1.3428 0.1405 -1.0013
H 2.0286 0.8371 1.4215
H 0.4299 -1.1443 0.8920
H 0.7566 -0.4048 -0.6979
*
```


# 7
A structure of composition C2H5BrOPd. Source: the OMol25 dataset; level of theory: the ωB97M-V functional and the def2-TZVPD basis.

## Properties
- maximum force (eV/A) = 1.3
- gap between HOMO and LUMO (spin up / spin down) (eV) = 10.9 / 6.6
- E_HOMO (spin up / spin down) (eV) = -15.81 / -15.20

```
! RIJCOSX wB97M-V def2-TZVPD def2/J DEFGRID3
* xyz 1 4
Pd 14.7510 28.0863 25.8038
Br 12.4241 27.0280 25.1682
C 15.6239 25.0520 25.5923
C 16.7525 25.8196 26.2125
O 16.7708 27.2021 26.0563
H 15.7839 23.9936 25.7981
H 15.7672 24.8898 24.5240
H 14.6305 25.4204 25.8482
H 17.6633 25.3603 25.8283
H 16.7758 25.6066 27.2813
*
```


# 8
A cluster of 2 separate species, C2H5BrS in total. Source: the OMol25 dataset; level of theory: the ωB97M-V functional and the def2-TZVPD basis.

## Properties
- maximum force (eV/A) = 2.8
- gap between HOMO and LUMO (spin up / spin down) (eV) = 6.1 / 6.1
- energy above the lowest of the compared OMol25 structures with the same formula, charge and spin (eV) = 2.7718
- E_HOMO (spin up / spin down) (eV) = -9.76 / -9.73

```
! RIJCOSX wB97M-V def2-TZVPD def2/J DEFGRID3
* xyz 0 1
C 0.3441 0.2980 0.6362
C 0.9603 -0.2866 -0.6944
S 2.0388 -1.7179 -0.3210
Br 4.4707 0.3248 0.1311
H -0.3540 -0.4404 1.1491
H 1.0934 0.4738 1.5576
H -0.0682 1.3079 0.2749
H 1.7157 0.2999 -1.3378
H 0.1552 -0.7124 -1.2769
*
```